No. 1
14
Properties=species:S:1:pos:R:3:nbo_charge:R:1 method="wB97M-V/def2-TZVPD" multiplicity=1 fmax_ev_per_a=5.4 e_homo_ev=-18.79 e_tot_ev=-54683.3202 homo_lumo_gap_ev=1.402 charge=+4 de_lowest_kcal_mol=145.7
O 1.687 -2.209 -2.486 -0.5974
O 3.261 -2.433 -0.879 -0.4980
S -5.185 2.653 2.703 2.4772
O 3.128 -0.426 -2.190 -0.5688
Hg 0.353 1.493 3.545 0.9990
Hg 5.359 -6.363 1.570 0.9054
O -5.584 3.282 3.996 -0.5708
Hg 5.816 2.880 -4.503 0.9335
O -5.066 3.703 1.752 -0.4431
O 1.372 -0.766 -0.569 -0.7947
O -6.147 1.925 1.882 -0.4077
O -4.030 1.861 2.838 -0.7904
S 2.272 -1.424 -1.446 2.4587
Hg 2.764 -4.176 -6.214 0.8972

No. 2
72
Properties=species:S:1:pos:R:3:lowdin_charge:R:1 method="wB97M-V/def2-TZVPD" multiplicity=1 fmax_ev_per_a=3.0 e_homo_ev=-5.01 e_tot_ev=-107265.1676 homo_lumo_gap_ev=6.875 charge=-1 de_lowest_kcal_mol=31.3
H 3.192 -2.591 -1.418 0.0429
F 3.424 2.264 -1.094 -0.2433
C 0.474 -2.708 -2.429 -0.5410
N -0.556 0.330 4.244 -0.0882
C -0.013 2.425 2.438 -0.1876
H 0.177 -0.884 2.699 0.0665
C 1.241 -1.617 -3.163 -0.5422
N -0.135 1.040 1.956 -0.1088
C -0.442 1.730 4.662 -0.1871
H -2.880 2.529 4.127 0.1184
H -2.583 0.240 4.750 0.1173
H 4.700 -3.035 2.025 0.0654
N -2.413 0.978 2.801 -0.0846
S -0.824 -2.003 -1.383 0.8458
S 2.267 -0.524 -2.154 0.8523
H -5.030 -0.694 -2.451 0.0760
S 1.243 -2.417 0.816 0.8448
N -2.465 1.097 -1.997 0.1814
H 4.137 -3.319 0.377 0.0637
C -1.952 0.092 3.869 -0.1898
H 1.315 0.337 3.286 0.1318
H -0.321 3.104 1.642 0.1065
H -2.551 3.034 2.453 0.1291
S 4.022 -1.013 0.952 0.8479
F 4.996 2.698 0.346 -0.0523
H 4.168 -1.852 -2.703 0.0807
O -0.886 4.293 -2.516 0.0652
N -0.855 2.667 3.618 -0.0834
H 0.019 -3.376 -3.164 0.0777
H 5.510 -1.685 -0.784 0.0784
C 2.552 -3.186 1.823 -0.5072
H -1.067 1.885 5.546 0.1177
H 1.030 2.615 2.694 0.1206
C 3.927 -2.780 1.298 -0.5605
H 2.434 -2.885 2.863 0.0685
H -3.888 -1.300 -3.655 0.0772
C -3.973 -0.756 -2.713 -0.0292
H 0.545 -0.961 -3.690 0.0710
C -2.241 2.361 3.254 -0.1742
H 4.858 -0.052 -0.986 0.0428
H 1.879 -2.079 -3.922 0.0774
H -1.631 4.524 -3.499 -0.0564
H -4.374 1.420 -4.523 0.1619
C -1.214 3.288 -1.830 -0.5597
F 2.954 2.472 1.054 -0.2137
O -2.234 4.749 -4.301 0.1114
H -1.849 1.444 0.823 0.1059
C -1.543 0.782 1.633 -0.1639
H 0.683 -4.615 0.017 0.0717
H 2.439 -4.270 1.776 0.0718
H -2.053 -0.944 3.535 0.1192
C -2.944 2.620 -3.574 -0.0949
C 3.936 1.820 0.203 -0.3998
H -1.854 -3.006 0.435 0.0654
C 0.268 0.147 3.040 -0.1898
C 4.597 -1.083 -0.759 -0.5381
H -0.184 -4.245 1.508 0.0763
O -0.801 3.000 -0.693 -0.1780
H 1.154 -3.290 -1.806 0.0422
N -3.703 1.496 -3.774 0.1657
C -3.073 3.761 -4.502 -0.5079
H -1.634 -0.252 1.289 0.1143
O -3.905 3.730 -5.390 0.0536
C -1.086 -3.381 -0.242 -0.5397
C 0.143 -3.831 0.554 -0.5281
C -3.367 0.600 -2.813 -0.3738
H -1.511 -4.229 -0.781 0.0732
C 3.625 -1.654 -1.775 -0.5311
H 0.598 1.934 4.927 0.1234
H -3.448 -1.318 -1.943 0.0255
K 1.165 1.977 -0.432 0.8256
C -2.188 2.354 -2.473 -0.1201

No. 3
74
Properties=species:S:1:pos:R:3:lowdin_charge:R:1 method="wB97M-V/def2-TZVPD" multiplicity=1 fmax_ev_per_a=0.2 e_homo_ev=-9.98 e_tot_ev=-126992.6031 homo_lumo_gap_ev=7.119 charge=+1 de_lowest_kcal_mol=0.6
H 0.458 -2.108 3.336 0.0405
C -1.672 5.044 -1.916 -0.0600
C -2.405 3.949 1.763 -0.1610
H -0.380 -1.187 -2.495 0.1261
H -2.552 4.654 -2.431 0.0858
C 1.908 4.102 -2.339 -0.1252
H -0.695 -7.454 2.901 0.0870
H -3.860 1.531 -1.577 0.1687
H -0.786 -1.967 1.557 0.0331
N 0.507 -3.119 -1.255 0.1135
H -1.592 4.540 2.185 0.1251
H -0.823 4.397 -2.157 0.0531
C 0.816 3.056 -4.592 0.0095
H -2.784 5.735 -0.200 0.1292
H -1.614 2.062 2.489 0.0622
H -0.048 -8.027 4.459 0.0935
S 2.492 -1.588 -0.435 0.6130
H 2.318 4.482 -1.410 0.1206
H -3.324 4.529 1.841 0.1267
H -1.463 6.030 -2.331 0.0840
C 1.506 -5.749 2.579 -0.7048
H -0.364 -3.285 -1.734 0.1232
Pb 1.653 1.349 -0.096 1.3241
C -0.838 2.954 0.107 -0.5011
H -1.190 -0.911 0.163 0.0574
H -3.348 2.017 2.103 0.0839
N 1.597 2.815 -2.361 0.0125
N 1.057 0.204 -2.342 -0.0230
C -0.123 -7.178 3.785 -0.0397
O -4.426 3.566 -0.312 0.1255
H 2.388 -8.249 4.458 0.1263
O -1.816 0.295 -1.948 0.0214
H 4.468 -6.894 3.262 0.1282
C 3.406 -6.737 3.215 -0.0369
H 1.983 5.986 -3.366 0.1171
N -3.070 1.959 -1.114 0.2235
C -2.111 3.760 0.264 -0.3108
H -1.047 5.603 0.080 0.1247
N 1.221 -6.781 3.400 -0.1317
C 1.145 4.406 -4.567 -0.0336
O 0.883 -0.205 2.586 -0.1141
H 0.366 2.633 -5.476 0.1080
C -2.546 2.633 2.519 -0.0643
C 0.327 -0.138 1.433 -0.3387
C -1.900 5.133 -0.412 -0.1499
C -3.313 3.106 -0.388 -0.4214
C 2.389 -7.400 3.799 -0.0338
H 0.427 -0.869 -4.667 0.0941
N -0.759 1.834 -0.638 0.0873
C 1.075 2.281 -3.470 -0.2147
O 0.191 3.345 0.682 -0.0859
H -1.708 -0.477 1.795 0.1079
H 4.076 -5.297 0.823 0.1028
H 0.738 -3.725 -0.473 -0.0377
C 0.391 -1.069 3.656 -0.0023
C 0.754 0.824 -3.420 -0.2441
H 1.045 -0.872 4.497 0.1020
Se 0.254 -4.641 1.786 0.6690
H -0.635 -0.798 3.897 0.1020
H 4.377 -4.308 2.271 0.0998
H 0.955 5.025 -5.433 0.1198
N 0.605 -1.095 -2.265 -0.0157
C 0.077 0.159 -4.574 0.0006
N 2.850 -5.717 2.467 -0.1241
H -2.785 2.815 3.566 0.0828
C -1.850 1.314 -1.264 -0.5097
C 1.711 4.942 -3.427 -0.0381
H -0.626 -6.351 4.282 0.0842
H 2.931 -4.020 1.276 0.0046
H -1.003 0.140 -4.404 0.0991
C -0.900 -0.937 1.210 -0.0673
C 1.131 -1.948 -1.348 -0.8637
C 3.610 -4.778 1.659 -0.0254
H 0.270 0.668 -5.511 0.0751

No. 4
173
Properties=species:S:1:pos:R:3:lowdin_charge:R:1 method="wB97M-V/def2-TZVPD" multiplicity=1 fmax_ev_per_a=3.8 e_homo_ev=-9.34 e_tot_ev=-442226.8411 homo_lumo_gap_ev=7.648
H 3.100 -2.485 0.694 0.0801
C 1.744 3.108 1.437 -0.0597
C -7.150 -6.747 -2.151 -0.1318
H -10.414 -8.372 -3.994 0.1054
F -3.156 10.838 -3.945 -0.3373
F 10.944 7.219 1.991 -0.3183
F 10.489 5.692 -0.049 -0.2973
C 0.296 1.301 12.448 0.0162
H 5.149 -1.622 -7.112 0.1313
H 1.321 0.988 12.249 0.1110
H -0.758 5.357 13.739 0.0748
H 5.018 -2.917 -9.434 0.0752
F 6.441 -3.955 8.707 -0.3232
F 8.557 -3.886 -1.156 -0.3422
N 0.343 2.836 12.575 -0.2303
F 9.047 7.598 0.360 -0.3386
F -2.270 8.911 -2.412 -0.3496
H 5.477 -1.072 -10.375 0.1009
F 10.256 4.805 2.346 -0.3038
H -2.495 0.938 -5.392 0.0721
F -5.084 2.121 2.792 -0.2719
H -3.027 4.694 -8.131 0.1342
H 1.840 0.700 2.893 0.1478
C 3.010 -0.295 1.200 -0.2527
H -5.188 4.272 -7.072 0.1344
H -1.063 3.522 10.029 0.0779
H 4.650 0.727 1.978 0.1608
F 5.018 -4.289 6.630 -0.3043
H 8.413 -1.454 -8.451 0.1376
H 0.290 4.214 15.348 0.1093
H -4.179 1.063 -6.824 0.0914
H -5.249 -5.786 -1.695 0.0925
H -1.430 3.277 16.669 0.0851
H -7.336 -11.151 -0.467 0.1384
F 8.615 6.737 2.782 -0.3082
F 10.896 -3.831 -2.232 -0.3151
H 1.611 -1.787 0.367 0.0775
H 9.600 -0.288 -10.397 0.1432
H 5.994 0.683 -10.273 0.1123
C -9.413 -7.960 -2.346 -0.1636
O 0.029 2.201 15.570 -0.2073
H -5.762 -6.750 -0.410 0.0841
C 5.679 -3.142 -8.596 -0.0664
F 11.945 -4.315 -0.041 -0.2924
H -10.910 -10.245 -0.732 0.0735
H -9.005 -6.145 -0.253 0.1115
C 1.396 3.194 13.725 -0.0089
H 6.621 -3.413 -9.072 0.0767
H -8.685 -9.062 -3.913 0.0886
H -9.022 -7.308 -4.335 0.0845
H -4.329 1.734 -3.732 0.1344
H -0.154 1.938 9.801 0.0777
C -8.560 -7.131 -0.117 0.0255
C -2.453 1.800 -4.726 -0.0622
H -1.356 1.642 17.126 0.0958
C -10.268 -10.668 0.040 -0.0662
H -2.339 4.914 13.522 0.0897
H -7.183 -6.892 -3.231 0.1114
H -0.061 2.765 17.586 0.0928
N 6.415 -0.651 -8.587 -0.2111
C -2.913 2.726 -9.853 -0.0412
H 5.103 -0.501 1.069 0.1710
C -6.097 3.197 -4.979 -0.1675
H -9.963 -8.762 -1.853 0.1019
H -5.994 5.231 -4.273 0.0849
H 1.817 2.827 11.125 0.1319
H 1.725 3.274 15.824 0.1346
H 4.464 -0.851 2.584 0.1751
C 2.391 -1.779 1.127 -0.0047
H -3.654 3.358 -3.755 0.1306
F -6.725 0.315 1.846 -0.3393
F -1.520 10.610 -0.677 -0.3212
H -5.686 1.896 -7.259 0.1154
H 6.429 1.408 -8.196 0.1107
H -9.942 -7.030 -2.140 0.1318
H 2.205 2.463 13.733 0.1311
H -8.394 -10.827 -1.820 0.1225
C 8.573 -0.017 -10.152 -0.1357
H -1.700 2.789 12.139 0.1226
H 8.062 0.065 -11.111 0.1145
H -10.898 -10.555 0.923 0.0977
F -4.569 -0.448 2.955 -0.3417
H 1.814 4.164 13.457 0.1287
C -1.115 3.256 12.931 -0.1403
H 7.634 -1.874 -9.807 0.1121
H 1.173 0.668 1.356 0.1254
F -4.082 10.634 -1.579 -0.3543
C -4.328 3.998 -6.461 -0.0513
F 10.294 -2.352 -0.172 -0.3458
O 2.731 2.043 1.572 -0.1928
F -7.365 1.755 3.796 -0.3186
H -5.222 -7.577 -1.936 0.0796
H 0.904 2.898 0.774 0.0891
C -0.101 3.010 9.991 -0.0372
N -8.129 -7.796 -1.445 -0.1849
H -6.549 2.284 -4.590 0.1141
H 3.447 -0.042 0.234 0.1447
C 0.833 3.281 15.198 -0.2088
H -6.430 -9.006 -0.624 0.1317
As 10.259 -4.169 -0.596 0.8916
As -2.351 10.744 -2.300 0.9712
H 5.263 0.567 -7.340 0.1159
H 6.709 -2.262 -7.086 0.1353
C -8.024 -10.414 -0.881 -0.1599
H -10.117 -11.726 -0.177 0.0969
H -3.583 2.382 -10.641 0.0880
C 2.142 0.757 1.848 -0.1816
H -2.391 3.291 -7.158 0.1059
As 5.235 -2.928 7.765 0.9166
As 9.593 6.172 1.388 0.8676
H 8.292 0.317 -6.522 0.0825
F 8.281 5.154 0.804 -0.3013
C 0.846 3.315 11.213 -0.1383
C -7.320 -9.096 -1.246 -0.0849
H 0.260 3.511 9.093 0.0894
H 4.603 0.051 -9.376 0.1115
H -0.053 0.938 13.415 0.1021
C 7.834 -0.968 -9.235 -0.0602
H -1.399 5.313 12.128 0.0818
F 4.222 -1.892 6.738 -0.3236
H -7.498 -5.717 -2.068 0.1246
H -5.390 0.810 -5.736 0.1093
H -7.753 -7.163 0.615 0.1089
C 5.599 -0.188 -9.749 -0.0026
N -4.701 2.776 -5.559 -0.2148
F -2.490 12.551 -2.004 -0.3234
H 1.988 -2.167 2.063 0.0895
C -3.786 2.451 -4.346 -0.1227
C -6.176 4.250 -3.834 -0.0344
H -9.304 -7.754 0.380 0.0943
C -0.721 2.455 16.777 -0.0659
H -0.273 0.886 11.616 0.1017
H -1.693 2.458 -5.149 0.0784
H -2.239 3.531 -10.144 0.0871
O -9.017 -9.969 0.048 -0.2218
H -6.792 3.314 -5.811 0.1254
H -5.552 4.064 -2.959 0.0824
C 6.329 0.525 -7.564 -0.1395
C 9.002 2.253 -10.428 -0.1110
C 5.953 -1.913 -7.788 -0.1586
H -7.177 4.297 -3.404 0.0936
H 10.072 2.128 -10.599 0.0985
H -3.956 4.877 -5.933 0.1470
F 3.723 -3.336 8.692 -0.3208
F 10.163 -5.893 -1.041 -0.3014
As -5.910 0.725 3.425 0.8717
H -1.419 2.714 13.827 0.1158
F 5.626 -1.566 8.874 -0.3143
H 2.295 3.942 1.003 0.0940
H 1.444 3.538 2.393 0.0932
F 6.654 -2.394 6.743 -0.3302
O -3.849 3.049 -8.731 -0.2562
H 5.321 -3.999 -8.025 0.1032
H 7.210 1.495 -5.964 0.0887
C -1.364 4.753 13.063 -0.0545
H 8.784 3.241 -10.022 0.1017
C 7.237 0.454 -6.284 -0.0260
C -5.755 -6.732 -1.499 -0.0655
O 8.312 1.346 -9.604 -0.2138
H -7.017 -9.304 -2.272 0.1244
N 4.436 -0.240 1.781 0.2430
C -3.267 3.785 -7.579 -0.1491
F -6.732 -0.675 4.142 -0.3083
H 7.016 -0.172 -5.420 0.0862
H -2.137 1.337 -3.791 0.0901
H 0.973 4.392 11.323 0.1214
F -0.799 10.819 -3.112 -0.2854
H -2.357 1.860 -9.491 0.0763
H 8.556 2.218 -11.422 0.0869
C -9.353 -8.206 -3.813 -0.0511
F -5.231 1.042 5.030 -0.2919
F 9.643 -4.488 1.045 -0.2947
C -5.054 1.581 -6.429 0.0045